{
  "formula": "C53H87BFNO25PS3",
  "method": "ωB97M-V/def2-TZVPD",
  "energy_ha": -5668.08434,
  "molar_mass_g_mol": 1295.246,
  "homo_lumo_gap_ev": 6.636,
  "e_above_lowest_kcal_mol": 176.2,
  "largest_force_ev_per_a": 5.5,
  "total_charge": -1,
  "species": ["C", "C", "C", "C", "C", "C", "B", "C", "P", "O", "O", "O", "O", "C", "O", "F", "C", "S", "C", "C", "C", "S", "C", "S", "N", "C", "C", "O", "C", "C", "O", "H", "H", "H", "H", "H", "H", "H", "H", "H", "H", "H", "H", "H", "H", "H", "H", "H", "H", "H", "H", "H", "H", "H", "H", "H", "H", "H", "H", "H", "H", "H", "H", "H", "O", "C", "O", "C", "C", "C", "H", "H", "H", "H", "H", "H", "O", "C", "O", "C", "C", "C", "H", "H", "H", "H", "H", "H", "O", "C", "O", "C", "C", "C", "H", "H", "H", "H", "H", "H", "O", "C", "O", "C", "C", "C", "H", "H", "H", "H", "H", "H", "O", "C", "O", "C", "C", "C", "H", "H", "H", "H", "H", "H", "O", "C", "O", "C", "C", "C", "H", "H", "H", "H", "H", "H", "O", "C", "O", "C", "C", "C", "H", "H", "H", "H", "H", "H", "O", "C", "O", "C", "C", "C", "H", "H", "H", "H", "H", "H", "O", "C", "O", "C", "C", "C", "H", "H", "H", "H", "H", "H"],
  "positions_angstrom": [[8.37898, -2.42639, 6.04584], [6.87846, -1.92723, 5.51129], [5.94760, -1.28774, 6.71055], [5.02116, -0.11858, 6.03013], [3.40364, -0.32488, 6.20037], [2.74172, -1.47161, 5.23354], [2.14734, -0.86014, 3.78932], [0.76211, -0.13815, 4.30339], [0.12560, 1.28074, 3.19538], [1.23583, 2.30437, 2.71990], [-0.83217, 0.59740, 1.89614], [-1.00766, 2.21811, 4.18039], [3.28282, -0.04535, 3.31261], [4.08026, -0.84486, 2.32552], [4.76905, -2.05906, 2.80396], [5.16511, -0.13300, 1.61221], [2.81108, -1.45106, 1.48031], [2.12499, 0.01802, 0.48271], [3.05666, -2.55218, 0.29148], [4.52362, -2.47911, -0.43604], [4.64430, -1.37637, -1.64772], [6.19433, -0.28110, -1.49127], [5.75342, 1.53313, -1.55398], [5.03285, 2.09211, -3.02949], [5.93503, 2.56906, -0.47681], [4.65321, 2.94804, 0.22349], [4.94027, 4.40221, 0.99715], [6.26239, 4.46273, 1.64074], [6.81564, 3.12233, 1.88668], [7.07711, 2.28446, 0.46284], [1.97168, -1.84214, 2.66163], [9.20500, -1.85112, 5.40491], [8.56574, -2.18168, 7.17483], [8.44977, -3.56192, 5.76635], [6.25752, -2.82997, 5.03938], [7.10622, -1.17364, 4.62851], [6.70883, -0.75295, 7.45816], [5.36600, -2.07538, 7.35142], [5.34924, 0.08865, 4.90132], [5.28724, 0.89306, 6.60557], [2.90282, 0.71014, 5.88399], [3.12071, -0.47967, 7.33164], [3.49068, -2.35934, 5.06861], [1.80854, -1.91655, 5.82556], [-0.07520, -0.98883, 4.29916], [0.79641, 0.26748, 5.40469], [-1.35663, -0.20934, 2.23442], [-1.95169, 1.92274, 3.93143], [5.73027, -1.98441, 2.51403], [0.91436, -0.40180, -0.13615], [2.24688, -2.35194, -0.54528], [2.83812, -3.64390, 0.72234], [5.43088, -2.30868, 0.29095], [4.70466, -3.55377, -0.92289], [4.81882, -1.99275, -2.65436], [3.68301, -0.73477, -1.83177], [3.78765, 3.10280, -0.57968], [4.29219, 2.20596, 1.05222], [4.06339, 4.69511, 1.73894], [4.93378, 5.25338, 0.16152], [6.12776, 2.53407, 2.63655], [7.85311, 3.28198, 2.45459], [8.07555, 2.66373, -0.01850], [7.20724, 1.16826, 0.78513], [-2.67020, -0.41422, 3.40664], [-3.77418, -0.05470, 3.78102], [-3.99360, 0.95909, 4.66887], [-5.38839, 1.03265, 4.96030], [-6.07383, 0.36921, 3.79457], [-5.07494, -0.68055, 3.37790], [-5.57593, 0.51093, 5.90466], [-5.68789, 2.07923, 5.06798], [-7.05642, -0.03774, 4.04768], [-6.20659, 1.09306, 2.98129], [-5.20975, -1.61340, 3.93237], [-5.10854, -0.86132, 2.30105], [-1.13997, 3.42956, -4.13681], [-0.03485, 3.86320, -3.85604], [0.95216, 4.10405, -4.76818], [2.13855, 4.49914, -4.08105], [1.67172, 5.01154, -2.74373], [0.45468, 4.16401, -2.47183], [2.79417, 3.62716, -3.98632], [2.65740, 5.27199, -4.65560], [2.43618, 4.94197, -1.96533], [1.37416, 6.06346, -2.83277], [0.71497, 3.22628, -1.97311], [-0.29624, 4.71254, -1.89855], [6.61735, -7.08996, 6.86350], [7.15043, -7.09463, 5.76624], [7.72298, -6.00044, 5.18389], [8.14826, -6.34054, 3.86508], [8.29739, -7.83942, 3.86939], [7.23384, -8.27435, 4.84566], [7.38784, -6.00047, 3.15425], [9.09326, -5.83714, 3.64107], [8.18945, -8.28563, 2.87722], [9.28610, -8.11277, 4.25765], [6.26587, -8.41538, 4.35682], [7.53016, -9.17619, 5.38629], [1.79989, -7.80278, 4.56977], [1.42535, -6.65098, 4.42391], [1.66957, -5.89702, 3.31212], [1.18463, -4.57273, 3.52858], [0.14883, -4.70101, 4.61467], [0.67826, -5.84455, 5.44258], [2.02487, -3.93768, 3.82839], [0.75705, -4.18044, 2.60127], [0.00515, -3.77864, 5.18364], [-0.81632, -4.98161, 4.17560], [1.37776, -5.50165, 6.21000], [-0.13210, -6.42581, 5.88854], [1.03308, -6.87640, 8.20592], [1.86815, -7.72060, 8.48547], [1.79198, -8.55013, 9.56726], [2.98536, -9.32826, 9.64566], [3.55730, -9.32080, 8.25220], [3.13875, -7.96945, 7.73060], [3.65833, -8.86331, 10.37374], [2.74395, -10.34072, 9.98220], [4.63821, -9.48296, 8.22964], [3.08438, -10.10829, 7.65284], [3.86428, -7.19213, 7.98595], [2.95914, -7.99328, 6.65330], [-5.15061, 1.38477, -9.19849], [-4.41189, 1.98063, -8.43205], [-3.44603, 1.38379, -7.67370], [-2.85209, 2.35973, -6.81897], [-3.12739, 3.68594, -7.47798], [-4.45721, 3.45165, -8.14886], [-3.31339, 2.28389, -5.82871], [-1.77966, 2.16499, -6.72630], [-3.13345, 4.52302, -6.77484], [-2.36315, 3.88815, -8.23829], [-5.29435, 3.66068, -7.47705], [-4.54784, 4.02835, -9.07224], [-6.68481, 7.60829, -9.03627], [-7.33610, 6.64427, -8.66929], [-7.28578, 5.41263, -9.25640], [-8.25288, 4.56159, -8.64300], [-8.51819, 5.17064, -7.29112], [-8.33374, 6.64438, -7.55086], [-9.14873, 4.54030, -9.27242], [-7.85247, 3.54685, -8.56187], [-9.50317, 4.91685, -6.89043], [-7.76244, 4.82671, -6.57448], [-9.25809, 7.11549, -7.89647], [-7.94068, 7.16053, -6.67194], [-10.54289, 4.46649, -11.18649], [-9.81388, 4.63270, -12.15038], [-9.98820, 5.60975, -13.08802], [-9.02256, 5.44143, -14.12484], [-7.90652, 4.64334, -13.50321], [-8.63482, 3.77847, -12.50573], [-9.49526, 4.91433, -14.96023], [-8.67974, 6.42052, -14.47194], [-7.32548, 4.07432, -14.23380], [-7.21988, 5.31539, -12.97417], [-8.99056, 2.84810, -12.95704], [-8.01826, 3.57247, -11.62776], [-8.07127, 5.50264, -4.41340], [-8.72257, 4.53862, -4.04643], [-8.67225, 3.30697, -4.63354], [-9.63934, 2.45594, -4.02014], [-9.90465, 3.06499, -2.66826], [-9.72020, 4.53873, -2.92800], [-10.53519, 2.43465, -4.64955], [-9.23893, 1.44120, -3.93901], [-10.88963, 2.81120, -2.26757], [-9.14890, 2.72106, -1.95162], [-10.64455, 5.00984, -3.27361], [-9.32715, 5.05488, -2.04908]],
  "mulliken_charge": [-0.833, 0.487, -0.768, 0.141, -0.681, -0.115, 0.640, -0.071, 0.772, -0.507, -0.445, -0.617, -0.456, -0.081, -0.532, -0.022, 0.919, -0.068, -0.756, -0.347, -0.472, -0.174, -0.053, -0.220, 0.105, 0.533, -0.364, -0.400, -0.144, -0.342, -0.632, 0.251, 0.296, 0.083, 0.022, -0.046, 0.378, 0.210, -0.481, 0.386, 0.198, 0.240, -0.106, -0.095, -0.242, 0.311, 0.451, 0.264, 0.284, 0.083, 0.253, 0.089, 0.064, 0.415, 0.339, 0.248, -0.189, -0.267, 0.238, 0.231, 0.003, 0.313, 0.324, 0.153, -0.657, 0.519, -0.394, -0.453, -0.512, -0.454, 0.266, 0.322, 0.329, 0.262, 0.279, 0.315, -0.587, 0.447, -0.373, -0.092, -0.358, -0.195, 0.003, 0.299, 0.131, 0.315, 0.092, 0.304, -0.618, 0.354, -0.222, -0.374, -0.582, -0.285, 0.252, 0.323, 0.323, 0.267, 0.269, 0.269, -0.689, 0.371, -0.383, 0.588, -0.574, -0.314, -0.335, 0.269, 0.194, 0.356, 0.230, 0.327, -0.561, 0.486, -0.381, -0.449, -0.632, 0.215, 0.249, 0.333, 0.313, 0.295, 0.194, -0.083, -0.622, 0.392, -0.355, -0.268, -0.681, 0.305, 0.226, 0.307, 0.338, 0.271, -0.206, 0.260, -0.652, 0.377, -0.314, -0.181, -0.026, -0.451, 0.138, 0.329, 0.297, -0.130, 0.336, 0.277, -0.646, 0.579, -0.358, -0.456, -0.496, -0.106, 0.253, 0.340, 0.345, 0.207, 0.311, 0.048, -0.589, 0.590, -0.265, -0.447, -0.457, -0.520, 0.273, 0.281, 0.318, 0.269, 0.254, 0.304]
}